No. 1
Density functional theory data (ωB97M-V/def2-TZVPD) for a molecular structure, C8H9Cl2N.

E_LUMO (spin up / spin down): -1.10 / -1.30 eV
frontier orbital gap (spin up / spin down): 7.463 / 6.628 eV

Cartesian coordinates (Å):
1 H 2.464 0.007 0.532
2 H 1.363 -1.313 -1.273
3 C -1.136 -2.368 0.876
4 C 0.823 -0.936 -0.338
5 C 0.736 1.192 1.283
6 H 0.642 -1.841 0.365
7 C 1.465 0.384 0.213
8 H 0.690 0.745 2.315
9 Cl -0.663 2.157 -0.727
10 C -0.540 1.851 0.881
11 H -1.362 2.096 1.573
12 C -0.806 0.222 -1.908
13 H 1.692 0.994 -0.700
14 H -1.763 0.299 -2.449
15 Cl 1.966 2.792 1.461
16 N -0.870 -3.031 1.785
17 C -0.616 -0.729 -0.866
18 C -1.525 -1.547 -0.254
19 H -2.631 -1.561 -0.340
20 H 0.067 0.585 -2.429

These are the natural (NBO) partial charges, in e, on atoms 1 to 8: H 0.251; H 0.230; C 0.230; C -0.433; C -0.136; H 0.242; C -0.466; H 0.255

---

No. 2
Density functional theory data (ωB97M-V/def2-TZVPD) for a molecular structure, C8H9Cl2ORuS2Se3Te.

2S+1: 6
E_LUMO (spin up / spin down): -1.65 / -2.91 eV
frontier orbital gap (spin up / spin down): 4.203 / 4.636 eV

Cartesian coordinates (Å):
1 Se 1.107 -5.029 -1.923
2 C 0.470 4.085 -0.350
3 H -2.203 -3.677 -1.137
4 C 0.803 2.961 -1.174
5 Se 0.570 -2.813 -2.527
6 C -2.544 -3.019 -0.244
7 Cl 0.359 3.191 -3.034
8 H 0.861 4.985 1.719
9 H -3.486 -2.255 -1.030
10 C -2.475 -0.494 1.090
11 H 1.700 2.678 2.644
12 S -1.363 -1.046 -0.207
13 H -3.424 -0.170 0.618
14 H -2.303 -1.298 1.924
15 C 1.066 4.098 1.044
16 H -2.705 -3.251 0.783
17 Cl 1.912 -0.306 1.164
18 Ru 1.619 -1.402 -0.405
19 Te 2.370 -3.964 0.115
20 O -0.028 -2.080 0.282
21 Se 3.939 -2.440 -0.383
22 C 1.314 1.880 0.587
23 C 1.366 2.572 1.668
24 S 1.046 0.312 -1.902
25 H 0.285 4.944 -0.183
26 H -1.345 0.105 1.654
27 C 1.091 1.435 -0.794

These are the natural (NBO) partial charges, in e, on atoms 1 to 8: Se -0.109; C -0.325; H 0.215; C 0.101; Se 0.092; C -0.735; Cl -0.143; H 0.195

---

No. 3
Density functional theory data (ωB97M-V/def2-TZVPD) for a molecular structure, C8H9ClN2O.

E_LUMO (spin up / spin down): -0.25 / -0.25 eV
frontier orbital gap (spin up / spin down): 8.586 / 8.587 eV

Cartesian coordinates (Å):
1 H -1.776 -0.215 -1.256
2 C -1.626 -0.387 -0.175
3 Cl 2.269 2.743 -0.056
4 N 2.780 0.229 -0.028
5 C 2.709 -1.025 -0.171
6 H -0.989 3.041 0.079
7 H -1.335 -1.810 1.360
8 H 3.612 -1.490 -0.442
9 C 1.735 1.065 0.151
10 H -2.332 2.245 -0.624
11 N 1.568 -1.907 0.023
12 C 0.483 0.640 0.490
13 H -1.103 -2.523 -0.234
14 C 0.441 -1.403 0.347
15 H -1.356 0.992 1.449
16 C -0.992 -1.721 0.415
17 H -0.753 2.251 -1.275
18 O 1.618 -3.128 -0.315
19 C -1.262 2.119 -0.420
20 H -2.735 -0.578 0.198
21 C -0.955 0.863 0.484

These are the natural (NBO) partial charges, in e, on atoms 1 to 8: H 0.229; C -0.353; Cl -0.013; N -0.413; C 0.273; H 0.220; H 0.233; H 0.209